1.
{"formula": "C5H9NO", "method": "wB97M-V/def2-TZVPD", "charge": 0, "de_lowest_kcal_mol": 68.91, "homo_ev": -9.43, "lumo_ev": 1.100, "species": ["C", "C", "C", "C", "C", "N", "O", "H", "H", "H", "H", "H", "H", "H", "H", "H"], "coordinates": [[-1.608, -1.084, 0.030], [-0.570, -0.215, -0.663], [-0.625, 1.329, -0.477], [0.875, 1.344, -0.049], [0.786, -0.171, -0.011], [1.350, -1.185, 0.487], [2.528, -0.947, 1.174], [-2.595, -0.946, -0.422], [-1.675, -0.840, 1.097], [-1.339, -2.144, -0.042], [-0.479, -0.496, -1.720], [-0.891, 1.908, -1.367], [-1.294, 1.611, 0.343], [1.124, 1.846, 0.892], [1.548, 1.731, -0.824], [2.688, -1.851, 1.464]], "atomic_forces_ev_per_a": [[-0.06, -0.02, -0.01], [-0.08, -0.09, -0.08], [-0.17, 0.13, -0.03], [0.11, 0.09, 0.07], [0.13, -0.41, 0.15], [-0.60, 0.35, -0.40], [0.12, -0.16, 0.08], [0.07, -0.02, 0.06], [0.02, 0.03, -0.19], [-0.03, 0.19, -0.03], [-0.07, 0.11, 0.09], [0.11, -0.06, 0.20], [0.12, -0.03, -0.12], [-0.05, -0.16, -0.13], [-0.10, -0.19, 0.11], [0.49, 0.23, 0.24]]}


2.
{"formula": "C3H4N4O", "method": "wB97M-V/def2-TZVPD", "charge": 0, "de_lowest_kcal_mol": 124.29, "homo_ev": -9.55, "lumo_ev": 0.201, "species": ["C", "C", "C", "H", "H", "H", "H", "N", "N", "N", "N", "O"], "coordinates": [[1.127, -0.325, 0.061], [-0.961, 1.212, 0.213], [-0.944, -1.679, -0.014], [2.985, 0.683, -0.175], [0.879, 1.796, -0.052], [-1.138, 2.292, 0.166], [-1.301, -2.746, -0.653], [2.459, -0.264, -0.080], [0.337, 1.050, 0.024], [-2.019, 0.488, 0.144], [-1.953, -0.910, -0.105], [0.529, -1.598, 0.471]], "atomic_forces_ev_per_a": [[4.06, 1.99, 0.63], [-1.76, 1.34, -1.13], [-0.78, -2.93, -2.21], [-2.08, -1.92, 0.02], [3.01, 3.63, -0.34], [-0.56, -0.16, 0.58], [2.12, 2.76, 2.58], [-3.90, 0.24, 0.55], [-0.25, -9.16, 0.64], [0.17, -0.85, 0.74], [2.17, 1.04, 0.38], [-2.20, 4.03, -2.43]]}


3.
{"formula": "C4H6BF3O2", "method": "wB97M-V/def2-TZVPD", "charge": 0, "de_lowest_kcal_mol": 25.37, "homo_ev": [-8.81, -8.47], "lumo_ev": [-0.243, -0.283], "species": ["B", "C", "C", "C", "C", "O", "O", "F", "F", "F", "H", "H", "H", "H", "H", "H"], "coordinates": [[-0.890, 0.293, -1.743], [-0.972, -0.140, 1.075], [-0.687, 0.563, -0.194], [0.402, -0.838, 1.193], [1.570, -0.118, 1.711], [-0.680, 1.331, -2.518], [-1.103, -0.981, -2.122], [2.443, 0.095, 0.609], [1.479, 1.083, 2.213], [2.224, -0.931, 2.578], [-1.087, 0.515, 1.896], [-1.903, -0.843, 1.123], [-0.087, 1.500, -0.094], [0.479, -1.687, 0.503], [-0.767, 1.416, -3.478], [-0.421, -1.259, -2.752]], "atomic_forces_ev_per_a": [[0.31, -1.08, 2.78], [-1.26, -1.82, 0.42], [1.32, 0.74, 0.06], [-3.24, 1.20, -1.96], [2.06, -1.25, -2.50], [0.39, 2.48, -1.59], [0.21, -1.62, -0.94], [-0.07, -0.52, 0.99], [-1.03, 0.52, 0.98], [0.07, 0.54, -0.08], [-0.22, 0.91, 0.80], [1.92, 1.00, -0.43], [-0.55, -0.69, 0.42], [0.76, 0.32, 0.64], [-0.08, -0.62, 0.54], [-0.59, -0.12, -0.13]]}